{"formula": "C13H17NO3", "method": "ωB97M-V/def2-TZVPD", "species": ["C", "C", "O", "N", "C", "C", "C", "C", "C", "C", "C", "C", "O", "C", "C", "C", "O", "H", "H", "H", "H", "H", "H", "H", "H", "H", "H", "H", "H", "H", "H", "H", "H", "H"], "xyz": [[-0.8543, 1.5732, -1.7741], [-2.1865, 0.9232, -1.4382], [-3.1734, 1.5657, -1.6143], [-2.3176, -0.3915, -0.9167], [-3.2272, -0.2553, 0.2650], [-1.0409, -0.9714, -0.4352], [-0.1142, -1.4753, -1.5466], [1.3128, -1.8192, -1.0475], [2.2114, -0.5885, -0.8111], [1.9923, 0.0996, 0.5221], [2.0048, 1.3993, 0.7085], [1.7290, 1.9302, 2.0944], [2.2963, 2.8614, 2.5462], [0.6852, 1.1495, 2.8658], [0.6786, -0.1464, 2.7021], [1.6975, -0.7404, 1.7492], [2.1969, -1.7929, 1.9686], [-0.9592, 2.6469, -1.9128], [-0.5012, 1.1880, -2.7403], [-0.0669, 1.3418, -1.0517], [-2.9452, 0.6726, 0.7864], [-3.0882, -1.0717, 0.9751], [-4.2690, -0.1531, -0.0296], [-1.2974, -1.8492, 0.1686], [-0.5695, -0.2563, 0.2597], [-0.5293, -2.4185, -1.9202], [-0.0318, -0.7913, -2.3940], [1.2500, -2.4808, -0.1791], [1.7634, -2.4080, -1.8551], [1.9846, 0.1606, -1.5824], [3.2651, -0.8494, -0.9551], [2.1804, 2.0727, -0.1266], [-0.0295, 1.6485, 3.5109], [-0.0468, -0.7741, 3.2083]], "forces_ev_per_angstrom": [[0.656, -0.779, -0.409], [0.658, -0.434, -0.395], [-1.546, 0.989, -0.209], [1.008, 0.500, 1.160], [0.052, 0.396, -0.074], [-0.153, -0.189, -0.188], [0.415, -0.361, 0.413], [-0.311, 0.131, -0.668], [-0.244, 0.063, 0.207], [-0.030, -1.395, -0.122], [-0.235, 0.811, 0.282], [-1.209, -1.469, -0.977], [0.910, 1.951, 0.827], [0.125, 1.168, -0.197], [0.034, -0.963, -0.522], [-1.244, 1.381, -0.001], [0.843, -1.694, 0.086], [-0.321, -0.101, 0.294], [-0.085, 0.018, 0.171], [-0.135, 0.147, -0.037], [-0.238, -0.212, 0.134], [-0.096, -0.148, -0.371], [0.121, -0.165, -0.065], [0.006, 0.157, -0.058], [0.175, -0.169, -0.223], [-0.160, 0.275, -0.108], [-0.127, -0.061, 0.141], [0.168, 0.163, -0.039], [0.069, 0.038, 0.211], [0.120, -0.127, 0.047], [-0.105, -0.078, 0.270], [0.203, 0.215, 0.327], [0.332, 0.224, 0.085], [0.343, -0.283, 0.008]], "e_above_lowest_kcal_mol": 75.1, "fmax_ev_per_a": 2.3, "orbital_gap_ev": 8.808, "homo_ev": -9.63}